(1)
C37H43N4O4PdSbTe as an isolated structure, computed with the ωB97M-V functional and the def2-TZVPD basis.

Values from the calculation:
⟨S²⟩ = 8.784
energy above the lowest of the compared OMol25 structures with the same formula, charge and spin = 0.1 kcal per mole
F_max = 0.89 eV Å⁻¹
multiplicity = 6
charge = +1

Last column: Löwdin spin population.
Element x y z (Å)
Pd: 0.444 -1.195 1.206  1.210
C: -2.510 -5.100 0.916  0.000
N: -1.056 -5.260 0.994  0.003
C: -0.475 -6.589 1.226  0.001
C: -0.309 -4.157 0.911  0.009
C: 1.186 -4.277 1.032  0.012
O: -0.870 -3.047 0.751  0.047
H: -2.968 -6.082 0.840  0.000
H: -2.780 -4.507 0.046  0.000
H: -2.893 -4.593 1.802  0.000
H: -1.284 -7.304 1.333  0.000
H: 0.119 -6.612 2.139  0.000
H: 0.148 -6.906 0.390  0.000
H: 1.578 -5.217 0.652  0.001
H: 1.472 -4.197 2.083  0.004
H: 1.665 -3.463 0.495  0.005
Te: -0.193 -0.897 3.635  1.822
O: 3.610 2.315 -3.990  0.000
C: 4.652 1.470 -3.501  0.002
N: 4.122 0.955 -2.265  0.015
C: 4.914 0.144 -1.469  0.023
O: 6.008 -0.210 -1.879  0.018
C: 4.358 -0.283 -0.178  0.097
C: 5.201 -0.940 0.811  0.282
C: 4.610 -1.334 1.995  0.048
C: 3.255 -1.159 2.229  0.303
N: 2.434 -0.592 1.219  0.348
C: 3.028 -0.159 0.086  0.048
H: 3.927 2.761 -4.781  0.000
H: 5.580 2.019 -3.340  0.000
H: 4.857 0.649 -4.189  0.001
H: 3.446 1.554 -1.826  0.001
H: 6.253 -1.075 0.609  0.017
H: 5.210 -1.786 2.777  -0.004
H: 2.786 -1.412 3.167  0.045
H: 2.350 0.261 -0.641  0.002
O: 0.316 -0.665 -1.142  0.057
N: 0.580 -1.177 -2.319  0.007
C: 1.000 -0.369 -3.301  0.003
C: 1.311 -0.883 -4.547  0.001
C: 1.174 -2.236 -4.780  0.001
C: 0.718 -3.046 -3.756  0.000
C: 0.422 -2.494 -2.526  0.001
H: 1.066 0.674 -3.041  0.000
H: 1.666 -0.203 -5.309  0.000
H: 1.420 -2.657 -5.746  0.000
H: 0.590 -4.111 -3.896  0.000
H: 0.057 -3.038 -1.669  0.000
C: 0.012 4.289 -0.280  0.002
C: -0.636 3.419 -1.328  0.013
C: -0.757 3.903 -2.632  0.002
C: -1.351 3.156 -3.638  0.009
C: -1.849 1.890 -3.364  0.000
C: -1.734 1.381 -2.079  0.011
C: -1.140 2.139 -1.068  0.056
Sb: -1.078 1.066 0.763  0.226
C: -0.400 2.234 2.414  0.077
C: 0.995 2.357 2.374  0.028
C: 1.682 3.032 3.370  0.002
C: 0.969 3.577 4.428  0.009
C: -0.407 3.418 4.494  0.001
C: -1.126 2.742 3.506  0.032
C: -2.613 2.571 3.701  0.005
C: -3.128 0.565 0.959  0.040
C: -3.404 -0.765 1.282  0.017
C: -4.715 -1.195 1.445  0.002
C: -5.751 -0.292 1.269  0.001
C: -5.476 1.023 0.919  0.004
C: -4.171 1.480 0.749  0.008
C: -3.956 2.917 0.335  0.004
H: 0.090 5.317 -0.633  0.000
H: 1.022 3.944 -0.043  0.000
H: -0.553 4.294 0.653  0.001
H: -0.382 4.896 -2.854  0.000
H: -1.430 3.568 -4.637  0.001
H: -2.325 1.304 -4.141  0.000
H: -2.124 0.391 -1.863  0.001
H: 1.561 1.894 1.571  0.001
H: 2.761 3.116 3.326  0.000
H: 1.487 4.107 5.217  0.001
H: -0.948 3.821 5.343  0.000
H: -2.896 2.884 4.706  0.000
H: -2.926 1.534 3.574  0.005
H: -3.190 3.171 2.998  0.000
H: -2.598 -1.482 1.381  0.010
H: -4.923 -2.226 1.704  0.000
H: -6.778 -0.609 1.396  0.000
H: -6.295 1.719 0.774  0.001
H: -4.780 3.541 0.682  0.000
H: -3.905 3.004 -0.753  0.000
H: -3.028 3.336 0.730  0.002

Force components x, y, z for each atom (eV/Å):
-0.2 0.1 -0.9
0.1 -0.1 0.0
0.0 -0.1 0.0
-0.1 0.1 0.0
-0.2 0.0 0.0
0.0 -0.1 0.0
0.2 -0.1 0.1
0.0 0.0 0.0
0.0 0.0 0.0
0.0 0.0 0.0
0.0 0.0 0.0
0.0 0.0 0.0
0.0 0.0 0.0
0.0 0.0 0.0
0.0 0.0 0.0
0.1 0.2 0.0
0.0 0.0 0.6
0.2 -0.2 -0.1
-0.3 0.1 0.1
0.0 -0.2 0.1
0.1 0.2 -0.4
0.0 -0.1 0.1
0.3 -0.2 0.4
0.0 0.2 -0.4
-0.2 0.0 0.1
0.2 0.3 -0.6
0.1 -0.2 0.6
0.0 0.0 0.1
0.0 0.0 0.0
0.1 0.1 0.0
0.0 -0.1 0.0
0.0 0.1 0.1
-0.1 0.0 0.0
0.0 0.0 0.0
-0.1 0.0 0.1
-0.1 0.0 -0.1
-0.2 0.0 0.0
0.0 -0.1 0.3
0.2 0.1 -0.4
0.0 0.3 0.2
0.1 -0.1 -0.3
-0.1 -0.1 0.3
0.1 -0.3 -0.2
0.1 0.1 0.0
0.0 0.0 0.0
0.0 0.0 0.0
0.0 0.0 0.0
0.0 0.0 0.0
0.0 -0.1 0.0
0.0 -0.1 0.0
0.0 0.0 0.0
0.0 0.0 0.0
0.0 0.0 0.1
0.0 0.1 0.0
0.2 0.0 -0.1
0.0 -0.3 0.1
-0.1 0.1 0.1
-0.1 0.1 0.1
0.0 0.0 0.0
0.0 0.0 0.0
0.0 0.0 0.0
0.1 0.0 0.0
0.1 0.0 -0.1
0.0 0.0 0.0
-0.1 0.1 0.0
0.1 0.0 0.0
0.0 0.0 0.0
0.0 0.0 0.0
0.0 0.0 0.0
0.0 -0.1 0.0
0.0 0.0 0.0
0.0 0.0 0.0
0.0 0.0 0.0
0.0 0.0 0.0
0.0 0.0 0.0
0.0 0.0 0.0
0.0 0.0 0.0
0.0 0.0 0.0
0.0 0.0 0.0
0.0 0.0 0.0
0.0 0.0 0.0
0.0 0.0 0.0
0.0 0.0 0.0
0.0 0.0 -0.1
0.1 0.0 0.0
0.0 0.0 0.0
0.0 0.0 0.0
0.0 0.0 0.0
0.0 0.0 0.0
0.0 0.0 0.0
0.0 0.0 0.0

(2)
C37H44CoN5SbSe5 as an isolated structure at a distorted geometry, computed with the ωB97M-V functional and the def2-TZVPD basis.

Values from the calculation:
⟨S²⟩ = 0.982
energy above the lowest of the compared OMol25 structures with the same formula, charge and spin = 0.0 kcal per mole
F_max = 1.09 eV Å⁻¹
multiplicity = 2
charge = -2

Last column: Löwdin spin population.
Element x y z (Å)
Co: -0.100 0.934 -0.180  1.186
C: 1.498 2.859 4.052  0.002
C: 1.973 1.705 4.886  0.000
C: 2.988 1.875 5.829  0.000
C: 3.407 0.842 6.653  0.000
C: 2.815 -0.411 6.554  0.000
C: 1.826 -0.615 5.605  0.000
C: 1.414 0.423 4.775  0.000
N: 0.392 0.181 3.818  0.001
C: 0.588 0.119 2.456  0.003
N: 1.874 0.233 2.051  0.000
C: 2.403 -0.070 0.765  -0.008
C: 1.632 0.123 -0.378  -0.077
C: 2.238 -0.227 -1.585  -0.006
C: 3.540 -0.706 -1.653  -0.002
C: 4.284 -0.853 -0.490  0.001
C: 3.720 -0.540 0.741  -0.002
C: 4.521 -0.682 2.010  -0.001
N: -0.388 -0.085 1.620  0.006
C: -1.687 -0.336 2.111  0.001
C: -2.217 -1.604 1.848  0.003
C: -3.512 -1.938 2.207  0.000
C: -4.308 -0.995 2.846  0.004
C: -3.789 0.264 3.103  0.000
C: -2.491 0.631 2.742  0.003
C: -2.018 2.038 2.997  0.001
H: 1.850 3.811 4.444  0.000
H: 0.411 2.891 3.984  0.000
H: 1.857 2.804 3.021  0.001
H: 3.436 2.857 5.921  0.000
H: 4.190 1.017 7.380  0.000
H: 3.129 -1.224 7.196  0.000
H: 1.368 -1.591 5.483  0.000
H: -0.501 -0.156 4.138  0.000
H: 2.544 0.350 2.792  0.000
H: 1.678 -0.112 -2.509  0.000
H: 3.981 -0.949 -2.614  0.000
H: 5.308 -1.208 -0.531  0.000
H: 5.514 -1.074 1.790  0.000
H: 4.041 -1.361 2.723  0.000
H: 4.658 0.280 2.515  0.000
H: -1.584 -2.309 1.323  0.000
H: -3.900 -2.924 1.980  0.000
H: -5.326 -1.235 3.130  0.000
H: -4.414 1.012 3.581  0.000
H: -2.839 2.749 2.886  0.000
H: -1.231 2.345 2.304  0.000
H: -1.632 2.151 4.013  0.000
C: -5.184 1.774 -3.282  0.000
C: -5.793 1.261 -1.977  0.000
C: -4.910 0.265 -1.219  0.000
C: -3.819 0.868 -0.341  0.000
N: -2.934 1.775 -1.050  0.003
C: -1.874 1.401 -1.814  0.005
Se: -1.318 -0.353 -2.021  0.010
N: -1.404 2.521 -2.419  0.002
C: -0.164 2.635 -3.178  0.002
C: -0.432 3.097 -4.603  0.000
C: -1.257 2.111 -5.427  0.000
C: -0.502 0.828 -5.763  0.000
C: -2.027 3.632 -1.861  -0.002
C: -1.734 4.984 -1.959  0.001
C: -2.483 5.842 -1.175  -0.001
C: -3.509 5.371 -0.348  0.001
C: -3.797 4.021 -0.250  -0.001
C: -3.012 3.160 -1.007  0.000
H: -5.923 2.331 -3.862  0.000
H: -4.834 0.938 -3.894  0.000
H: -4.337 2.436 -3.109  0.000
H: -6.742 0.768 -2.209  0.000
H: -6.042 2.105 -1.326  0.000
H: -4.439 -0.421 -1.930  0.000
H: -5.525 -0.348 -0.553  0.000
H: -3.216 0.062 0.076  0.000
H: -4.248 1.427 0.492  0.000
H: 0.319 1.657 -3.161  0.001
H: 0.480 3.327 -2.631  -0.001
H: 0.538 3.258 -5.084  0.000
H: -0.930 4.070 -4.577  0.000
H: -1.575 2.602 -6.352  0.000
H: -2.172 1.864 -4.878  0.000
H: 0.427 1.054 -6.294  0.000
H: -1.102 0.173 -6.398  0.000
H: -0.254 0.268 -4.861  0.000
H: -0.876 5.351 -2.506  0.000
H: -2.202 6.886 -1.140  0.000
H: -4.038 6.071 0.283  0.000
H: -4.544 3.653 0.441  0.000
Se: -0.668 6.161 2.501  -0.038
Sb: 1.178 5.694 1.005  -0.004
Se: 0.407 3.145 0.330  -0.105
Se: 1.195 6.959 -1.063  0.005
Se: 3.357 5.561 2.036  -0.001

Force components x, y, z for each atom (eV/Å):
1.0 0.1 0.3
0.0 -0.1 0.0
0.0 0.1 0.0
0.0 0.0 0.0
0.0 0.0 0.0
0.0 0.0 0.0
0.0 0.0 0.0
0.0 0.1 0.0
0.0 -0.1 -0.1
0.1 0.0 0.0
-0.1 0.0 0.0
-0.1 0.0 0.2
-0.2 0.1 -0.1
0.0 0.0 -0.1
0.0 0.0 0.1
-0.1 0.0 0.0
0.1 0.0 0.0
0.0 0.0 0.0
0.0 0.1 0.2
0.0 -0.1 0.0
-0.1 0.0 0.0
0.1 0.0 0.0
0.0 0.0 0.0
0.0 0.0 0.0
0.0 0.1 0.0
-0.1 0.0 0.0
0.0 0.0 0.0
0.0 0.0 0.0
0.0 0.0 0.0
0.0 0.0 0.0
0.0 0.0 0.0
0.0 0.0 0.0
0.0 0.0 0.0
0.0 0.1 0.0
0.0 0.1 0.0
0.0 0.0 0.0
0.0 0.0 0.0
0.0 0.0 0.0
0.0 0.0 0.0
0.0 0.0 0.0
0.0 0.0 0.0
0.0 0.0 0.0
0.0 0.0 0.0
0.0 0.0 0.0
0.0 0.0 0.0
0.0 0.0 0.0
0.0 0.0 0.0
0.0 0.0 0.0
0.0 0.0 0.0
0.0 0.0 0.0
0.0 0.0 0.0
0.0 0.0 -0.1
0.0 0.0 0.3
-0.6 0.3 -0.4
0.1 -0.1 -0.1
0.2 0.1 0.1
0.0 -0.1 0.0
0.0 0.0 -0.1
0.0 0.0 0.0
0.0 0.0 0.0
-0.1 0.0 -0.1
0.1 0.0 0.1
0.0 0.0 0.0
0.0 0.0 0.0
0.1 0.0 0.0
-0.2 0.0 -0.1
0.0 0.0 0.0
0.0 0.0 0.0
0.0 0.0 0.0
0.0 0.0 0.0
0.0 0.0 0.0
0.0 0.0 0.0
0.0 0.0 0.0
0.0 0.1 0.0
0.0 0.0 0.0
0.0 0.0 0.0
0.0 0.0 0.0
0.0 0.0 0.0
0.0 0.0 0.0
0.0 0.0 0.0
0.0 0.0 0.0
0.0 0.0 0.0
0.0 0.0 0.0
0.0 0.0 0.0
0.0 0.0 0.0
0.0 0.0 0.0
0.0 0.0 0.0
0.0 0.0 0.0
-0.2 0.0 0.1
-0.1 -0.4 -0.1
-0.1 0.0 -0.1
0.0 0.0 -0.2
0.2 -0.1 0.1

(3)
C37H44F3NO2Pd as an isolated structure, computed with the ωB97M-V functional and the def2-TZVPD basis.

Values from the calculation:
energy above the lowest of the compared OMol25 structures with the same formula, charge and spin = 0.0 kcal per mole
F_max = 0.64 eV Å⁻¹
charge = -2

Last column: Löwdin charge in e.
Element x y z (Å)
Pd: -1.820 0.124 1.380  0.792
C: 0.738 -0.391 -4.519  -0.073
C: 0.514 -1.869 -4.193  -0.561
C: -0.587 -2.391 -5.130  -0.066
C: 1.818 -2.628 -4.493  -0.063
C: 0.113 -2.080 -2.735  -0.203
C: 0.100 -1.048 -1.806  0.017
C: -0.238 -1.246 -0.465  -0.200
N: -0.086 -0.215 0.482  -0.019
C: 0.117 1.055 -0.121  -0.280
C: 1.371 1.616 -0.173  0.008
C: 1.586 2.847 -0.805  -0.199
C: 0.480 3.483 -1.353  -0.006
C: -0.817 2.962 -1.289  -0.104
C: -1.026 1.717 -0.647  -0.355
O: -2.200 1.168 -0.463  -0.218
C: -2.013 3.707 -1.883  -0.544
C: -3.009 4.057 -0.765  -0.054
C: -2.704 2.814 -2.924  -0.052
C: -1.614 5.013 -2.576  -0.089
C: 3.002 3.412 -0.875  -0.566
C: 3.905 2.440 -1.651  -0.059
C: 3.058 4.769 -1.577  -0.084
C: 3.562 3.593 0.544  -0.060
C: -0.664 -2.546 -0.001  -0.367
O: -1.139 -2.702 1.162  -0.112
C: -0.594 -3.615 -0.969  -0.107
C: -0.233 -3.354 -2.279  -0.026
C: -0.983 -5.025 -0.518  -0.546
C: -0.813 -6.070 -1.627  -0.094
C: -0.101 -5.470 0.659  -0.060
C: -2.456 -5.030 -0.083  -0.059
H: 0.962 -0.276 -5.584  0.073
H: 1.573 0.021 -3.951  0.078
H: -0.148 0.203 -4.287  0.082
H: -0.313 -2.232 -6.179  0.069
H: -1.526 -1.871 -4.931  0.086
H: -0.760 -3.457 -4.982  0.067
H: 2.116 -2.504 -5.541  0.069
H: 1.699 -3.694 -4.292  0.070
H: 2.623 -2.258 -3.855  0.083
H: 0.374 -0.050 -2.112  0.093
H: 2.183 1.052 0.271  0.117
H: 0.618 4.440 -1.838  0.074
H: -3.309 3.153 -0.239  0.072
H: -3.897 4.544 -1.183  0.071
H: -2.547 4.741 -0.049  0.082
H: -2.978 1.861 -2.474  0.074
H: -2.029 2.623 -3.763  0.078
H: -3.605 3.303 -3.311  0.072
H: -1.158 5.718 -1.878  0.076
H: -2.507 5.486 -2.995  0.073
H: -0.913 4.835 -3.395  0.078
H: 3.534 2.309 -2.669  0.082
H: 3.919 1.459 -1.177  0.075
H: 4.933 2.816 -1.698  0.072
H: 2.702 4.699 -2.607  0.080
H: 4.090 5.129 -1.599  0.073
H: 2.450 5.512 -1.055  0.081
H: 3.568 2.649 1.087  0.074
H: 2.946 4.295 1.109  0.085
H: 4.588 3.976 0.511  0.072
H: -0.200 -4.177 -2.984  0.080
H: 0.205 -6.070 -2.023  0.074
H: -1.503 -5.899 -2.457  0.074
H: -1.019 -7.064 -1.220  0.070
H: 0.943 -5.533 0.342  0.079
H: -0.412 -6.460 1.012  0.068
H: -0.180 -4.749 1.470  0.072
H: -3.098 -4.773 -0.929  0.080
H: -2.600 -4.295 0.708  0.071
H: -2.746 -6.023 0.283  0.069
F: 1.518 -0.052 10.291  0.109
C: 0.184 -0.175 10.061  -0.575
F: -0.379 0.869 10.727  0.106
F: -0.207 -1.287 10.717  0.112
C: -0.154 -0.189 8.617  -0.164
C: -0.815 -1.266 8.033  -0.032
C: -1.115 -1.245 6.685  -0.028
C: -0.769 -0.148 5.876  -0.265
C: -0.100 0.929 6.491  -0.029
C: 0.203 0.909 7.834  -0.036
C: -1.078 -0.118 4.499  -0.180
C: -1.311 -0.082 3.298  -0.126
H: -1.091 -2.122 8.634  0.108
H: -1.623 -2.082 6.226  0.114
H: 0.175 1.778 5.880  0.113
H: 0.719 1.748 8.285  0.114

Force components x, y, z for each atom (eV/Å):
-0.4 0.3 0.3
0.0 0.0 0.0
0.0 0.0 0.0
0.0 0.0 0.0
0.0 0.0 0.0
0.0 0.2 0.0
-0.1 -0.1 -0.2
0.3 0.1 0.0
0.2 -0.4 -0.1
0.2 0.4 0.0
-0.1 0.0 -0.1
0.0 0.0 0.0
0.0 0.1 0.0
-0.1 -0.1 -0.1
0.2 0.3 0.0
-0.1 -0.2 0.1
0.0 0.0 0.0
0.0 0.0 0.0
0.0 0.0 0.0
0.0 0.0 0.0
0.0 0.0 0.0
0.0 0.0 0.0
0.0 0.0 0.0
0.0 0.0 0.0
-0.4 0.1 0.2
0.3 -0.1 0.0
0.0 -0.2 -0.1
0.1 -0.1 0.1
0.0 0.0 0.0
0.0 0.0 0.0
0.0 0.1 0.0
0.0 0.0 0.0
0.0 0.0 0.0
0.0 0.0 0.0
0.0 0.0 0.0
0.0 0.0 0.0
0.0 0.0 0.0
0.0 0.0 0.0
0.0 0.0 0.0
0.0 0.0 0.0
0.0 0.0 0.0
0.0 0.0 0.0
0.0 0.0 0.0
0.0 0.0 0.0
0.0 0.0 0.0
0.0 0.0 0.0
0.0 0.0 0.0
0.0 0.0 0.0
0.0 0.0 0.0
0.0 0.0 0.0
0.0 0.0 0.0
0.0 0.0 0.0
0.0 0.0 0.0
0.0 0.0 0.0
0.0 0.0 0.0
0.0 0.0 0.0
0.0 0.0 0.0
0.0 0.0 0.0
0.0 0.0 0.0
0.0 0.0 0.0
0.0 0.0 0.0
0.0 0.0 0.0
0.0 0.0 0.0
0.0 0.0 0.0
0.0 0.0 0.0
0.0 0.0 0.0
0.0 0.0 0.0
0.0 0.0 0.0
0.0 0.0 0.0
0.0 0.0 0.0
0.0 0.0 0.0
0.0 0.0 0.0
0.0 0.0 0.0
0.1 0.1 0.2
0.0 0.0 0.0
0.0 0.0 0.0
0.0 0.0 -0.1
0.1 0.1 0.1
0.0 0.1 -0.1
0.0 0.0 0.2
0.0 0.0 0.0
0.0 -0.1 0.1
0.0 0.0 -0.2
-0.1 -0.3 -0.1
0.0 0.0 0.0
0.0 0.0 0.0
0.0 0.0 0.0
0.0 0.0 0.0

Among the records above, which one has the highest charge?
C37H43N4O4PdSbTe

What is the F_max in the third record?
0.64 eV Å⁻¹

Which of these has the highest energy above the lowest of the compared OMol25 structures with the same formula, charge and spin?
C37H43N4O4PdSbTe

Which formula does entry 3 have?
C37H44F3NO2Pd